The ion C5H10N2P with charge +1 in a non-equilibrium geometry, computed with wB97M-V/def2-TZVPD.

Summary:
LUMO   -4.290 eV
Spin multiplicity   1
Gap between HOMO and LUMO   9.349 eV
Total charge   +1

The geometry in XYZ format:
```
18
Properties=species:S:1:pos:R:3:forces:R:3:mulliken_charge:R:1
P 2.759 0.137 0.024 -0.247 1.623 -1.187 -0.03
N -1.408 0.193 0.814 -0.112 -1.857 -0.248 -0.40
N 1.038 -0.336 -0.082 0.392 -0.667 0.373 0.07
C 0.160 0.484 -0.903 -2.631 -2.127 3.495 -0.74
C 0.293 -1.216 0.529 0.990 -1.342 1.022 -0.04
C -0.958 -0.454 -1.340 2.724 -1.862 0.078 -0.54
C -0.610 1.240 0.215 -2.144 -1.703 -1.487 -0.60
C -1.097 -1.065 0.023 -1.345 1.096 1.254 -0.30
H -0.022 1.683 0.882 2.572 2.099 2.649 0.46
H 2.983 -0.433 1.237 0.071 -0.204 1.322 0.09
H -1.910 -1.728 0.307 0.529 -0.697 -0.526 0.49
H -1.364 -0.103 1.771 0.280 1.044 0.817 0.29
H 2.504 1.579 0.409 0.188 -1.765 -0.030 0.13
H -1.729 0.207 -1.545 -2.022 0.286 -1.174 0.38
H -0.607 -1.227 -2.046 -0.587 0.748 -0.277 0.32
H 0.670 -1.870 1.421 -0.718 1.358 -1.850 0.37
H -1.355 1.891 -0.153 -0.220 1.290 -0.903 0.34
H 0.652 1.018 -1.563 2.282 2.681 -3.326 0.72
```
Positions in Å, forces in eV/Å.

A structure of composition C26H22AuN4OS2, computed with wB97M-V/def2-TZVPD.

Summary:
LUMO   -4.376 eV
Spin multiplicity   1
Gap between HOMO and LUMO   6.178 eV
Total charge   +1

The geometry in XYZ format:
```
56
Properties=species:S:1:pos:R:3:forces:R:3:mulliken_charge:R:1
Au -0.138 0.275 0.500 0.120 0.035 -0.043 0.96
S 2.069 0.587 0.007 0.024 -0.043 0.008 -0.39
S 4.063 -1.490 -0.028 0.074 -0.028 0.002 -0.05
O 0.389 -1.461 1.245 -0.045 -0.139 -0.082 -0.83
N -0.777 2.108 -0.165 -0.017 0.000 -0.044 -0.13
N -2.197 0.135 0.931 -0.077 -0.032 0.028 -0.33
N 1.801 -1.727 -1.416 0.070 0.220 -0.081 0.33
N 0.658 -1.193 -1.975 0.217 -0.124 0.205 -0.69
C 5.176 -1.996 -2.532 0.002 0.018 -0.016 0.58
C 0.011 3.040 -0.707 0.012 0.004 0.011 0.16
C -1.848 4.489 -1.020 0.008 0.010 -0.004 -0.46
C 4.406 -1.830 -3.679 0.008 -0.018 0.043 -0.10
C 4.618 -2.663 -1.308 0.075 -0.069 0.045 -1.18
C -2.803 -0.913 1.487 -0.037 0.053 -0.007 -0.10
C -2.662 3.510 -0.471 -0.048 -0.007 0.001 -0.66
C -1.126 -4.024 -0.946 0.038 0.045 -0.013 -0.86
C -0.245 -3.661 1.645 0.038 -0.013 -0.022 -0.18
C -0.129 -2.607 0.731 -0.048 0.002 0.053 0.51
C -0.561 -2.795 -0.590 0.015 0.038 0.055 0.71
C -2.108 2.316 -0.053 -0.012 0.041 -0.028 1.01
C -4.177 -0.947 1.650 0.040 -0.022 0.006 -0.84
C -0.492 4.249 -1.145 0.005 0.000 0.005 -0.80
C -1.692 -1.270 -2.343 0.051 -0.008 -0.006 -1.27
C -4.922 0.135 1.218 -0.030 -0.004 0.010 -0.52
C 4.939 -1.200 -4.795 -0.007 0.011 -0.016 -0.68
C 2.502 -1.013 -0.638 -0.182 -0.058 -0.112 0.21
C 6.245 -0.731 -4.778 -0.015 -0.011 0.002 -0.38
C -2.903 1.206 0.525 0.007 -0.007 0.020 0.45
C -0.444 -1.742 -1.634 -0.209 0.101 -0.031 0.33
C -4.279 1.226 0.652 -0.013 0.045 -0.009 -0.57
C -0.769 -4.878 1.255 0.004 -0.003 0.001 -0.48
C 6.489 -1.531 -2.526 0.009 0.044 -0.005 -0.42
C 7.021 -0.901 -3.640 -0.006 -0.010 0.020 -0.55
C -1.220 -5.065 -0.047 -0.024 -0.025 0.026 -0.74
H 8.044 -0.550 -3.622 -0.003 0.001 -0.002 0.38
H -4.638 -1.812 2.103 -0.011 0.003 -0.003 0.46
H -1.464 -4.164 -1.966 -0.004 0.011 -0.002 0.50
H -2.169 -1.732 1.797 0.055 -0.044 0.000 0.50
H -0.833 -5.684 1.974 -0.001 0.004 0.004 0.44
H 3.390 -2.201 -3.699 -0.035 -0.002 0.019 0.36
H -1.490 -1.097 -3.397 0.024 0.012 -0.013 0.40
H 0.179 4.978 -1.575 -0.008 0.004 0.000 0.44
H 7.099 -1.663 -1.640 -0.003 -0.002 -0.002 0.37
H -3.723 3.682 -0.371 0.001 0.006 -0.009 0.36
H 3.799 -3.343 -1.532 -0.044 0.053 0.001 0.43
H 6.660 -0.245 -5.651 -0.004 -0.002 0.001 0.38
H 4.332 -1.080 -5.684 0.003 -0.001 0.001 0.38
H 1.060 2.789 -0.792 -0.014 0.011 -0.007 0.33
H 5.394 -3.228 -0.790 -0.002 -0.033 -0.025 0.53
H -1.638 -6.014 -0.355 0.006 -0.002 0.005 0.44
H -2.042 -0.322 -1.920 -0.007 -0.053 0.017 0.15
H -2.274 5.427 -1.347 -0.002 -0.002 -0.001 0.45
H -5.998 0.136 1.320 0.001 0.001 0.000 0.46
H -2.501 -1.991 -2.242 0.007 -0.020 -0.006 0.39
H 0.104 -3.496 2.656 -0.008 0.004 -0.007 0.47
H -4.854 2.075 0.313 0.001 0.004 0.008 0.36
```
Positions in Å, forces in eV/Å.

An isolated molecule of C14H22N2O3, computed with wB97M-V/def2-TZVPD.

Summary:
LUMO   0.686 eV
Spin multiplicity   1
Gap between HOMO and LUMO   9.239 eV
Total charge   0

The geometry in XYZ format:
```
41
Properties=species:S:1:pos:R:3:forces:R:3:mulliken_charge:R:1
O 0.612 -0.687 2.825 0.105 -0.378 -0.154 -0.52
O -1.904 0.309 4.255 -0.208 -0.329 0.260 -0.58
O 0.845 -2.366 -3.931 -0.179 -0.440 -0.142 -0.65
N -1.266 1.332 0.770 0.157 0.150 0.162 -0.32
N 0.941 -0.155 -3.531 -0.154 0.408 -0.204 -0.30
C 2.282 -0.071 -0.410 -0.027 -0.220 -0.076 -0.09
C 0.275 0.569 3.364 -0.490 0.538 0.163 -0.68
C -1.313 2.228 -1.463 -0.332 -0.124 0.214 -1.42
C 0.926 -2.045 0.951 -0.050 0.168 0.205 -0.61
C 1.407 -2.287 -0.317 0.048 0.143 0.016 -0.47
C 1.367 -1.431 -3.375 0.456 0.183 0.116 0.59
C -1.767 -0.224 -1.135 -0.159 0.271 0.257 -1.05
C 1.106 -0.801 1.561 0.099 -0.192 -0.242 1.14
C 2.090 -1.300 -1.022 0.168 0.108 0.094 0.02
C -1.798 0.506 1.834 0.150 0.006 0.220 -0.75
C -1.907 1.177 -0.527 0.105 -0.007 -0.295 0.30
C 2.557 -1.561 -2.427 -0.200 -0.170 -0.079 -1.48
C 1.804 0.184 0.866 -0.038 0.079 0.401 -0.82
C -1.217 0.929 3.190 0.265 0.146 -0.370 0.11
H 3.331 -0.849 -2.716 0.039 -0.024 0.010 0.40
H 0.892 1.374 2.960 0.012 -0.084 0.017 0.24
H 2.831 0.708 -0.922 0.075 0.059 -0.054 0.47
H 0.400 -2.809 1.502 -0.082 -0.089 0.072 0.48
H -1.623 -0.573 1.701 -0.099 0.086 0.041 0.18
H -2.852 0.429 4.135 0.084 0.010 -0.003 0.36
H -1.413 3.215 -1.022 0.023 0.120 0.009 0.38
H 0.116 0.019 -4.080 0.009 -0.039 0.038 0.24
H -2.220 -0.252 -2.123 -0.051 -0.066 -0.154 0.49
H 1.334 0.601 -3.000 -0.034 -0.034 0.014 0.21
H -2.973 1.395 -0.380 0.064 0.005 -0.030 0.34
H -0.271 1.154 0.662 -0.138 0.014 -0.051 0.32
H -0.256 2.027 -1.622 0.189 -0.035 -0.041 0.18
H -1.303 2.025 3.277 0.066 -0.171 -0.070 0.33
H -2.883 0.668 1.860 0.038 -0.042 0.049 0.63
H 2.947 -2.575 -2.517 -0.010 0.082 -0.093 0.37
H -1.822 2.216 -2.423 0.002 0.006 -0.168 0.42
H -0.717 -0.497 -1.224 0.133 -0.024 -0.028 0.03
H 2.005 1.149 1.308 -0.015 0.047 0.053 0.36
H 0.456 0.487 4.439 0.042 0.119 -0.149 0.39
H 1.244 -3.250 -0.778 -0.026 -0.136 -0.044 0.41
H -2.262 -0.968 -0.516 -0.037 -0.140 0.037 0.33
```
Positions in Å, forces in eV/Å.

A structure of composition C3H8BrNS in a non-equilibrium geometry, computed with wB97M-V/def2-TZVPD.

Summary:
LUMO (spin up / spin down)   -0.476 / 0.073 eV
Spin multiplicity   1
Gap between HOMO and LUMO (spin up / spin down)   7.247 / 8.104 eV
Total charge   0

The geometry in XYZ format:
```
14
Properties=species:S:1:pos:R:3:forces:R:3:mulliken_charge:R:1
Br -3.674 0.672 0.170 -0.033 -0.658 -0.235 -0.03
S -1.696 -1.579 0.560 -0.080 -1.407 -0.086 -0.06
N -2.114 -0.063 0.837 1.057 1.797 0.593 -0.23
C 0.619 -0.044 -0.829 0.218 -1.980 2.763 0.31
C -0.175 1.115 -0.658 -1.224 -0.063 -2.596 -0.85
C 1.703 -0.124 0.320 0.833 0.078 -1.004 -0.94
H 1.644 -1.038 0.970 0.193 0.752 -0.815 0.22
H 1.470 0.749 0.917 0.377 -0.066 0.576 0.30
H -0.673 1.559 -1.549 0.169 -0.321 0.955 0.29
H 2.752 0.033 -0.094 -1.244 -0.441 0.644 0.27
H -0.647 -1.661 1.456 -0.800 0.260 -0.297 0.20
H -0.123 1.664 0.221 -0.110 0.965 1.313 0.28
H 0.940 -0.264 -1.817 0.363 -0.129 -0.827 0.42
H -0.024 -1.019 -0.505 0.281 1.212 -0.983 -0.20
```
Positions in Å, forces in eV/Å.

For reference, E by record: -17607.0735 -60682.9524 -23998.0141 -85603.4550 eV.
For reference, energy relative to the best compared isomer or geometry (same formula, charge and spin) by record: 30.3 0.0 34.6 62.2 kcal/mol.